Here is a molecular structure, C58H59Co2N2O5P2 at a distorted geometry from the OMol25 dataset. Energies are from wB97M-V/def2-TZVPD.

```
128
Properties=species:S:1:pos:R:3:forces:R:3
C 8.16248 -11.32645 5.73688 -0.089 -0.210 -0.018
C 9.13039 -10.81068 6.80620 0.254 0.017 0.205
C 9.86738 -9.57462 6.29025 0.188 0.113 -0.010
C 10.11394 -11.89951 7.25687 -0.308 0.200 -0.053
C 11.03138 -12.42884 6.34968 0.257 -0.248 0.079
C 11.85737 -13.49283 6.71464 -0.158 0.135 0.132
C 11.75842 -14.04497 7.99164 0.047 0.143 -0.200
C 10.88055 -13.51495 8.93514 -0.007 -0.238 0.155
C 10.80149 -14.15748 10.32887 0.109 0.450 -0.173
C 12.19619 -14.45261 10.88951 0.128 0.117 0.057
C 9.98966 -15.44936 10.33428 -0.200 -0.285 -0.145
C 10.07749 -12.42338 8.55921 -0.553 -0.151 0.335
N 9.09389 -11.91117 9.49836 1.622 0.177 -0.480
P 9.37432 -10.60293 10.61471 -1.314 -0.174 -0.652
H 8.54884 -9.59906 9.90416 0.449 -0.180 0.204
N 8.07610 -11.23733 11.58256 0.664 0.772 1.436
C 7.87723 -10.94955 12.99250 -0.092 -0.455 -0.552
C 7.09348 -9.84554 13.35889 -0.186 0.140 -0.258
C 6.44459 -8.94134 12.30364 0.283 -0.071 0.127
C 6.84736 -7.47875 12.50688 0.127 0.077 -0.013
C 4.91889 -9.07897 12.30411 -0.120 -0.163 0.040
C 6.86637 -9.60712 14.71348 0.146 -0.192 0.284
C 7.36150 -10.48223 15.68119 0.038 -0.001 -0.239
C 8.08956 -11.60735 15.29394 -0.075 0.237 0.052
C 8.37477 -11.84885 13.95125 0.039 -0.283 0.047
C 9.19092 -13.09244 13.56750 0.047 0.484 -0.070
C 8.35950 -14.37069 13.60322 -0.303 -0.222 0.064
C 10.40680 -13.26576 14.48267 0.144 0.102 0.018
C 7.40646 -12.28906 10.98110 -0.062 -0.735 -1.225
C 7.97690 -12.66646 9.81344 -1.092 -0.026 0.909
H 7.61741 -12.20897 6.09314 0.076 0.103 -0.073
H 7.42483 -10.55861 5.46943 0.221 -0.097 0.082
H 8.70250 -11.60685 4.82217 -0.096 0.054 0.164
H 8.54890 -10.52242 7.68684 0.009 -0.026 -0.123
H 10.56153 -9.18117 7.04484 -0.139 -0.037 -0.133
H 10.45308 -9.82077 5.39402 -0.163 0.075 0.174
H 9.16576 -8.77512 6.01494 0.151 -0.219 0.061
H 11.09668 -12.00991 5.34406 -0.037 -0.130 0.250
H 12.58263 -13.89553 6.00906 -0.198 0.071 0.092
H 12.38245 -14.89557 8.26522 -0.103 0.212 -0.127
H 10.30825 -13.43468 10.99110 0.159 -0.184 -0.265
H 12.85112 -13.57717 10.80688 -0.086 -0.173 0.024
H 12.13419 -14.73437 11.94966 -0.008 0.011 -0.242
H 12.65860 -15.28682 10.34371 -0.027 0.190 0.198
H 8.95757 -15.29766 9.99793 0.212 -0.004 0.072
H 10.45999 -16.18893 9.66905 -0.117 0.136 0.129
H 9.95720 -15.88092 11.34533 0.023 0.116 -0.243
H 6.81654 -9.27200 11.32925 -0.095 0.081 0.090
H 7.93907 -7.37332 12.51535 -0.196 0.040 -0.018
H 6.44665 -6.84612 11.70449 0.079 -0.139 0.181
H 6.46474 -7.10164 13.46432 0.066 -0.006 -0.187
H 4.61653 -10.12480 12.17163 0.033 0.152 0.034
H 4.49398 -8.72074 13.25144 0.074 -0.072 -0.150
H 4.46978 -8.49415 11.49106 0.162 -0.073 0.160
H 6.29041 -8.73070 15.01436 0.115 -0.256 -0.056
H 7.18757 -10.29072 16.73919 -0.026 -0.034 -0.228
H 8.45544 -12.30420 16.04751 -0.097 0.215 -0.112
H 9.54951 -12.93993 12.54149 -0.141 0.011 0.346
H 7.50490 -14.33253 12.91774 0.188 0.008 0.128
H 8.97496 -15.24024 13.33072 -0.136 0.220 0.071
H 7.97370 -14.53748 14.62005 0.058 0.014 -0.210
H 10.97872 -12.33356 14.56234 -0.081 -0.180 0.013
H 10.08712 -13.56526 15.49046 0.177 0.046 -0.203
H 11.07589 -14.04496 14.09275 -0.182 0.127 0.099
H 6.52931 -12.71436 11.45146 0.088 0.092 -0.097
H 7.65539 -13.46009 9.15190 0.001 0.139 0.059
O 5.72424 -5.65289 7.21381 1.385 -0.179 -1.199
C 6.59297 -5.45861 6.47506 -1.861 -0.131 1.469
Co 7.88775 -4.86027 5.44738 1.690 -4.258 1.795
C 9.30297 -5.12887 6.50690 1.232 -1.991 1.658
O 10.06782 -5.55433 7.27028 -1.096 1.228 -1.449
C 7.84934 -6.32809 4.48771 0.234 -2.398 -1.659
O 7.78782 -7.40538 4.05720 -0.112 1.617 0.607
C 7.46822 -3.27556 4.67770 -2.666 2.213 -1.299
C 7.25102 -3.32808 6.04467 0.213 3.519 -0.602
C 6.76662 -2.69024 7.15420 0.026 0.764 0.276
C 7.58058 -2.37325 8.28780 -0.470 -1.121 0.756
C 6.99888 -1.89265 9.49324 0.381 -0.414 -0.130
C 7.72408 -1.95204 10.67533 0.281 0.109 -0.212
C 9.05453 -2.41118 10.68571 -0.003 0.053 -0.291
C 9.68683 -2.71569 9.46928 -0.582 0.414 0.182
C 8.97348 -2.62846 8.28200 -0.002 -0.101 -0.279
Co 9.27815 -3.31781 4.12011 -0.256 0.318 0.223
C 10.77938 -3.44168 4.96325 2.013 0.825 1.082
O 11.85453 -3.45042 5.41526 -0.897 -0.176 -0.433
C 9.27314 -1.80162 3.30105 0.308 0.925 -0.432
O 9.31915 -0.82428 2.67233 -0.183 -0.874 0.647
P 9.58442 -4.44412 2.37816 -0.057 0.124 -0.587
C 10.38780 -6.08156 2.55126 0.208 -0.113 -0.141
C 10.68888 -6.85613 1.42646 0.231 -0.558 0.348
C 11.33806 -8.08616 1.59445 -0.056 0.173 0.150
C 11.75804 -8.50213 2.86743 -0.077 0.112 -0.162
C 11.51738 -7.69306 3.97476 0.020 0.025 -0.052
C 10.80748 -6.50728 3.81495 0.150 0.143 -0.003
C 8.03780 -4.74270 1.43241 -0.055 -0.351 -0.088
C 7.60405 -6.03255 1.10597 -0.242 0.365 -0.520
C 6.39803 -6.20926 0.41741 0.042 0.250 0.168
C 5.57261 -5.11394 0.14828 0.145 -0.066 -0.028
C 5.98421 -3.82592 0.50132 0.438 -0.055 0.228
C 7.22378 -3.63727 1.12493 -0.260 -0.282 -0.049
C 10.69931 -3.70504 1.09650 -0.007 -0.109 -0.231
C 10.29909 -3.46985 -0.22538 0.405 0.188 0.020
C 11.17714 -2.85028 -1.12678 0.064 -0.075 0.221
C 12.45976 -2.47107 -0.72028 -0.189 -0.080 0.113
C 12.86908 -2.72254 0.59355 -0.285 -0.209 0.070
C 11.99776 -3.34601 1.49329 0.034 0.170 -0.238
H 6.75696 -2.93220 3.91800 -0.178 -0.531 0.218
H 5.70393 -2.42286 7.18542 0.422 0.907 -0.489
H 5.95974 -1.56034 9.46124 0.220 -0.140 0.179
H 7.25505 -1.63783 11.60448 0.070 -0.045 -0.059
H 9.61050 -2.48195 11.61699 -0.127 0.038 -0.091
H 10.73131 -3.00346 9.43501 -0.011 0.037 0.091
H 9.45698 -2.79094 7.30803 -0.179 0.035 0.576
H 10.40385 -6.50736 0.43021 0.119 -0.149 0.293
H 11.52106 -8.71805 0.72811 0.043 0.099 0.134
H 12.27960 -9.45316 3.00195 -0.135 0.277 -0.158
H 11.87823 -7.96776 4.97151 -0.173 0.031 -0.431
H 10.59134 -5.89181 4.69118 0.137 -0.235 -0.517
H 8.22942 -6.89026 1.34380 -0.258 0.167 -0.048
H 6.11932 -7.20633 0.08204 -0.092 0.158 0.192
H 4.60619 -5.26058 -0.33766 0.293 0.019 0.083
H 5.34846 -2.96018 0.30725 0.151 -0.280 0.003
H 7.55248 -2.62887 1.39315 -0.103 -0.341 -0.055
H 9.30215 -3.76642 -0.55310 0.273 0.116 0.062
H 10.85322 -2.66755 -2.15208 0.081 -0.033 0.243
H 13.14123 -1.97946 -1.41993 -0.254 -0.168 0.213
H 13.86795 -2.43370 0.92385 -0.260 -0.085 -0.098
H 12.32599 -3.55090 2.51626 -0.129 0.124 -0.279
```
Positions in Å, forces in eV/Å.

Results
HOMO-LUMO gap: 5.19 eV
total charge: -1
HOMO: -3.213 eV
E_LUMO: 1.97 eV

Mulliken atomic charge list, values in e, 99 entries:
1 C -1.650
2 C 1.100
3 C -1.451
4 C 0.466
5 C -0.341
6 C -1.488
7 C -0.921
8 C 1.016
9 C 2.135
10 C -1.660
11 C -1.298
12 C -0.769
13 N 0.894
14 P -0.335
15 H -0.058
16 N 1.254
17 C -0.962
18 C 0.887
19 C 0.807
20 C -1.623
21 C -1.474
22 C -0.320
23 C -1.482
24 C -0.736
25 C 0.569
26 C 2.234
27 C -1.293
28 C -1.657
29 C -0.797
30 C -0.751
31 H 0.434
32 H 0.371
33 H 0.298
34 H 0.107
35 H 0.469
36 H 0.142
37 H 0.316
38 H 0.341
39 H 0.352
40 H 0.253
41 H -0.939
42 H 0.401
43 H 0.337
44 H 0.387
45 H 0.183
46 H 0.385
47 H 0.393
48 H -0.007
49 H 0.369
50 H 0.489
51 H 0.292
52 H 0.339
53 H 0.318
54 H 0.419
55 H 0.318
56 H 0.360
57 H 0.274
58 H -1.066
59 H 0.197
60 H 0.383
61 H 0.377
62 H 0.394
63 H 0.385
64 H 0.357
65 H 0.610
66 H 0.624
67 O -0.395
68 C -0.273
69 Co 1.036
70 C -0.377
71 O -0.362
72 C 0.636
73 O -0.499
74 C -0.818
75 C 0.974
76 C -1.067
77 C 1.106
78 C -0.879
79 C -0.333
80 C -0.650
81 C -0.401
82 C -0.234
83 Co 0.438
84 C 0.254
85 O -0.547
86 C -0.200
87 O -0.493
88 P 1.678
89 C -0.112
90 C -0.492
91 C -0.850
92 C -0.617
93 C -0.705
94 C 0.155
95 C 0.461
96 C -0.621
97 C -0.698
98 C -0.598
99 C -0.701